# 1
A cluster of 2 separate species, C4H11NO2 in total at a distorted geometry. Source: the OMol25 dataset; level of theory: wB97M-V/def2-TZVPD.

## Properties
E_LUMO	0.749	eV
HOMO level	-6.86	eV
frontier orbital gap	7.608	eV
spin multiplicity	1
energy relative to the best compared isomer or geometry (same formula, charge and spin)	126.2	kcal per mole
SMILES	C/C=C\O.CNO

Atoms and positions in Å:
C: -1.779699 -1.467617 -0.241461
C: -0.511234 -1.202336 0.503873
C: 0.717355 -0.874378 -0.063448
O: 0.937370 -0.885596 -1.432647
H: -2.056623 -2.523711 -0.178706
H: -2.620781 -0.890409 0.163068
H: -1.705683 -1.273246 -1.313972
H: -0.465143 -1.643789 1.490488
H: 1.617063 -1.132516 0.486506
H: 0.096010 -0.908274 -1.902988
C: -0.185422 1.904789 0.655575
N: 1.238062 1.002166 0.390335
O: 2.264233 1.488527 -0.536062
H: 0.191709 2.927183 0.630938
H: -0.636101 1.682280 1.617166
H: -0.829470 1.709097 -0.195526
H: 1.716707 1.041733 1.288745
H: 2.011647 1.046097 -1.361883

Forces on the atoms, in the same order (eV/Å):
-0.15 0.11 0.00
1.82 -0.17 -0.78
-2.12 -3.06 0.82
0.30 0.97 0.34
-0.05 -0.02 0.10
-0.01 -0.03 -0.27
-0.12 0.24 -0.06
0.11 0.31 0.20
-0.09 -0.05 -0.30
-0.06 -0.05 0.23
3.43 -0.31 -1.37
-1.52 2.32 0.06
-1.47 0.57 0.94
-0.29 0.05 0.02
0.27 -0.44 -0.12
-0.05 -0.17 0.14
0.05 -0.07 -0.12
-0.06 -0.19 0.18


# 2
The molecule C4H11NO2 at a distorted geometry. Source: the OMol25 dataset; level of theory: wB97M-V/def2-TZVPD.

## Properties
E_LUMO	0.843	eV
HOMO level	-8.42	eV
frontier orbital gap	9.266	eV
spin multiplicity	1
energy relative to the best compared isomer or geometry (same formula, charge and spin)	50.0	kcal per mole
SMILES	CNC(CO)CO

Atoms and positions in Å:
C: 2.088207 -0.927043 0.604993
N: 1.165347 -0.649941 -0.489821
C: -0.155362 -0.190038 -0.070085
C: -1.118379 -0.246475 -1.245240
O: -2.419175 -0.731968 -0.929726
C: -0.152209 1.204826 0.550848
O: -1.468245 1.370763 1.101085
H: 2.882470 -1.539392 0.165723
H: 2.572452 0.014157 0.864881
H: 1.529849 -1.461424 1.354941
H: 1.157054 -0.849513 -1.463503
H: -0.489422 -0.825662 0.774086
H: -1.164974 0.730622 -1.743460
H: -0.783268 -0.888177 -2.055654
H: -2.626148 -0.402286 -0.047664
H: 0.532254 1.194428 1.404161
H: 0.020153 1.939198 -0.233597
H: -1.570604 2.257925 1.458033

Forces on the atoms, in the same order (eV/Å):
0.52 0.12 -2.97
-1.85 1.30 1.05
0.63 -0.37 0.17
-0.65 -0.03 -0.49
0.28 0.21 0.25
-0.63 -0.60 0.43
-0.22 0.03 -0.17
-0.03 -0.22 0.50
-0.10 -0.15 0.93
0.21 -0.02 0.76
1.11 -0.71 -0.13
-0.30 -0.18 -0.45
-0.21 0.25 0.34
0.38 -0.46 0.16
-0.13 0.13 -0.08
0.44 0.48 -0.44
0.46 0.28 0.21
0.08 -0.06 -0.06


# 3
A cluster of 2 separate species, C4H11NO2 in total at a distorted geometry. Source: the OMol25 dataset; level of theory: wB97M-V/def2-TZVPD.

## Properties
E_LUMO	0.759	eV
HOMO level	-10.01	eV
frontier orbital gap	10.773	eV
spin multiplicity	1
energy relative to the best compared isomer or geometry (same formula, charge and spin)	16.5	kcal per mole
SMILES	CC(C)NC=O.O

Atoms and positions in Å:
C: -0.621875 2.191536 1.173234
C: -0.551803 0.661342 1.230932
C: -1.403221 0.131676 2.409973
N: -0.911955 0.009114 -0.019166
C: 0.004594 -0.730275 -0.702135
O: 0.969019 -1.281355 -0.223345
H: -0.565636 2.609151 0.171649
H: -1.466133 2.615796 1.714531
H: 0.271972 2.511796 1.716102
H: 0.440184 0.317899 1.503601
H: -1.207943 -0.940053 2.491845
H: -2.460530 0.305224 2.220510
H: -1.046087 0.533715 3.356296
H: -1.671126 0.377824 -0.564466
H: -0.197673 -0.714400 -1.791647
O: 2.307865 -1.106886 -3.484954
H: 1.532021 -1.006029 -2.933651
H: 2.988115 -1.531664 -2.958210

Forces on the atoms, in the same order (eV/Å):
0.86 -0.11 0.41
-1.03 -0.35 1.25
0.60 -0.53 -0.62
0.55 -0.03 -0.13
-0.18 0.35 -0.13
0.06 0.08 -0.07
-0.03 -0.07 -0.11
-0.22 -0.16 -0.19
-0.12 0.40 -0.12
0.34 0.16 -0.60
-0.31 -0.06 -0.11
-0.09 0.08 0.32
-0.30 0.43 -0.01
-0.02 0.22 0.00
-0.19 -0.39 0.08
0.11 0.15 -0.59
0.13 -0.16 0.35
-0.17 -0.02 0.27


# 4
A cluster of 2 separate species, C4H11NO2 in total at a distorted geometry. Source: the OMol25 dataset; level of theory: wB97M-V/def2-TZVPD.

## Properties
<S²>	0.78
E_LUMO (spin up / spin down)	-4.057 / -9.286	eV
HOMO level (spin up / spin down)	-14.46 / -14.46	eV
frontier orbital gap (spin up / spin down)	10.403 / 5.174	eV
spin multiplicity	2
energy relative to the best compared isomer or geometry (same formula, charge and spin)	44.3	kcal per mole
total charge	+1

Atoms and positions in Å:
C: 1.834931 0.047546 -1.094322
C: 1.030516 -1.210695 -1.462193
N: -0.021663 -1.576693 -0.568878
C: -0.081928 -0.979818 0.776001
C: -1.528205 -0.444988 1.065898
O: 1.232048 -1.911290 -2.438858
H: 2.895246 -0.042953 -1.595644
H: 1.458009 0.979754 -1.633979
H: 2.093030 0.080612 -0.034857
H: -0.544869 -2.367054 -0.631412
H: 0.536446 -0.071175 0.932315
H: 0.177483 -1.654292 1.600139
H: -1.515207 0.639232 1.493840
H: -2.024867 -1.122545 1.823431
H: -2.266821 -0.696847 0.267219
H: -1.561484 2.805970 0.351406
H: -0.367262 3.797490 0.610550
O: -1.345396 3.727748 0.539343

Forces on the atoms, in the same order (eV/Å):
2.37 -0.21 -2.22
0.46 0.63 -0.66
3.00 4.16 2.27
-0.55 1.55 0.53
-1.81 -0.77 1.24
-0.55 0.27 1.10
-2.08 -0.27 0.70
-0.06 -1.16 1.29
-0.46 0.56 -0.31
-1.83 -3.26 -1.08
-0.09 -1.11 -0.81
0.05 -0.52 -0.60
-0.16 -2.02 -1.22
0.92 0.93 -0.18
0.79 1.21 -0.04
0.19 0.26 -0.02
-1.05 -0.17 -0.11
0.85 -0.07 0.10


# 5
A cluster of 2 separate species, C4H11NO2 in total at a distorted geometry. Source: the OMol25 dataset; level of theory: wB97M-V/def2-TZVPD.

## Properties
<S²>	0.76
E_LUMO (spin up / spin down)	-4.329 / -9.532	eV
HOMO level (spin up / spin down)	-14.86 / -14.86	eV
frontier orbital gap (spin up / spin down)	10.535 / 5.329	eV
spin multiplicity	2
energy relative to the best compared isomer or geometry (same formula, charge and spin)	49.8	kcal per mole
total charge	+1

Atoms and positions in Å:
O: 2.743639 -0.065256 -0.422802
C: 1.694482 0.349928 -0.761623
C: 0.334817 0.700745 -0.076393
C: -0.770412 -0.346690 -0.387605
C: -2.027828 -0.181898 0.472659
N: -0.094789 1.977287 -0.607118
H: 1.473611 0.542301 -1.850111
H: 0.372535 0.776754 1.017519
H: -0.349926 -1.338560 -0.166004
H: -1.065952 -0.565318 -1.403395
H: -1.842058 0.342724 1.410394
H: -2.782417 0.398568 -0.050300
H: -2.451515 -1.165079 0.676802
H: -1.059132 1.981020 -0.957325
H: 0.497265 2.343717 -1.364203
H: 2.381810 -2.377413 1.658731
H: 1.479994 -1.244778 1.220713
O: 1.465881 -2.128054 1.590061

Forces on the atoms, in the same order (eV/Å):
-0.26 -0.07 1.22
-0.80 0.60 -2.28
-0.04 0.21 0.45
-0.43 -1.30 0.93
0.03 0.36 -0.17
-0.03 -1.72 -1.67
0.55 -0.22 0.10
0.22 -0.05 0.14
0.55 0.29 0.53
0.27 0.99 -0.81
0.11 -0.27 0.11
-0.22 0.03 -0.09
-0.03 0.13 0.07
-0.24 0.51 0.81
0.22 0.59 0.55
0.61 -0.20 0.07
0.38 0.01 0.14
-0.88 0.11 -0.10


# 6
A structure of composition C4H11NO2S at a distorted geometry. Source: the OMol25 dataset; level of theory: wB97M-V/def2-TZVPD.

## Properties
E_LUMO	5.742	eV
HOMO level	0.04	eV
frontier orbital gap	5.701	eV
spin multiplicity	1
energy relative to the best compared isomer or geometry (same formula, charge and spin)	106.9	kcal per mole
total charge	-2

Atoms and positions in Å:
C: -1.833006 -0.460798 -0.314131
N: -0.756813 0.215845 0.396367
C: 0.443016 0.403888 -0.216557
C: 0.804341 -0.436648 -1.430854
S: 0.026313 0.015073 -3.051401
C: 1.590909 0.782691 0.801191
O: 1.788058 2.073887 1.082724
H: -2.798410 -0.036068 -0.048991
H: -1.751106 -0.294985 -1.381150
H: -1.804106 -1.532637 -0.128560
H: 0.025012 2.142325 -1.280574
H: 0.446080 1.696716 -0.817392
H: 1.882475 -0.368777 -1.556287
H: 0.577116 -1.474357 -1.220959
H: 1.308769 0.134762 1.666110
H: 2.475776 0.232195 0.377531
H: -1.336171 -1.563949 3.024470
H: -0.620377 -0.316755 1.309904
O: -0.467873 -1.212408 2.788556

Forces on the atoms, in the same order (eV/Å):
0.08 0.43 -0.60
0.93 -0.90 -0.78
-1.01 -2.56 1.69
-0.08 1.26 -1.19
0.19 -0.16 -0.05
0.23 -0.15 0.21
-0.04 0.01 -0.20
-0.18 -0.10 0.51
0.19 -0.09 -0.25
-0.15 -0.16 0.18
0.14 -0.15 -0.23
0.22 1.43 -0.27
0.04 0.06 0.04
-0.32 -0.19 0.38
-0.18 0.24 0.02
0.11 0.26 -0.23
0.05 0.03 -0.05
0.01 0.72 1.30
-0.22 0.02 -0.48


# 7
A cluster of 4 separate species, C4H11NO2S in total at a distorted geometry. Source: the OMol25 dataset; level of theory: wB97M-V/def2-TZVPD.

## Properties
E_LUMO	-4.427	eV
HOMO level	-8.58	eV
frontier orbital gap	4.150	eV
spin multiplicity	1
energy relative to the best compared isomer or geometry (same formula, charge and spin)	174.0	kcal per mole

Atoms and positions in Å:
O: 0.679414 1.685304 2.488267
C: -0.430267 1.351406 2.095608
N: -0.919116 1.559759 0.845989
C: 1.277448 -0.146909 0.209739
C: 1.320074 0.710776 -0.830438
S: -0.819076 -0.291476 -2.794987
C: 0.861042 -1.558377 0.179817
H: -1.113472 0.751657 2.712972
H: -0.483376 2.422809 0.512654
H: 1.468616 0.207398 1.229077
H: 0.582252 0.651753 -1.657146
H: 2.055594 1.496308 -0.983816
H: -0.605480 -0.696511 -4.056616
H: -0.163335 -1.749395 0.535403
H: 1.535913 -2.107031 0.831563
H: 0.914909 -2.046182 -0.782960
H: -1.854834 -1.028996 -0.880460
H: -2.101967 -0.146995 0.323326
O: -2.204340 -1.065298 0.022010

Forces on the atoms, in the same order (eV/Å):
0.26 0.13 0.42
-0.23 -0.36 -0.41
0.14 0.00 -0.22
-1.02 -0.24 0.37
-0.05 0.58 0.03
0.03 0.17 -0.01
0.03 -0.85 -0.18
0.08 -0.07 0.24
0.17 -0.10 -0.34
0.64 0.38 -0.26
-0.19 -0.39 -0.22
-0.05 0.06 0.30
0.23 0.00 0.04
0.09 0.51 0.23
0.05 -0.09 0.31
0.05 0.29 -0.44
-0.22 -0.18 0.04
-0.02 -0.04 -0.03
0.01 0.17 0.13


# 8
A cluster of 2 separate species, C4H11NO2S in total at a distorted geometry. Source: the OMol25 dataset; level of theory: wB97M-V/def2-TZVPD.

## Properties
E_LUMO	0.679	eV
HOMO level	-9.24	eV
frontier orbital gap	9.917	eV
spin multiplicity	1
energy relative to the best compared isomer or geometry (same formula, charge and spin)	31.7	kcal per mole
SMILES	CNC(=O)CCS.O

Atoms and positions in Å:
C: 1.138406 -1.558311 0.755749
N: -0.084247 -0.989186 1.324446
C: -0.703931 0.138155 0.823064
O: -1.556299 0.603562 1.591146
C: -0.410103 0.642264 -0.525761
C: -0.597127 -0.534354 -1.481465
S: -0.439720 -0.019739 -3.290461
H: 0.961475 -2.545786 0.294688
H: 1.557728 -1.004931 -0.068181
H: 1.808514 -1.837933 1.576700
H: -0.387846 -1.538233 2.105279
H: 0.548456 1.210175 -0.600094
H: -0.909186 1.545288 -0.908142
H: 0.004429 -1.415491 -1.427122
H: -1.617901 -0.888877 -1.375007
H: -1.737986 0.459779 -3.387444
O: 1.038806 2.588163 1.172243
H: 0.810879 1.857024 1.758620
H: 0.575656 3.288434 1.661751

Forces on the atoms, in the same order (eV/Å):
-0.50 -1.73 0.21
2.22 -0.12 -2.41
-2.03 -0.29 3.98
0.24 0.51 -1.22
1.88 0.55 -1.65
-0.89 1.11 -1.99
-1.18 0.14 0.86
-0.37 0.11 0.02
0.43 0.70 0.44
0.38 0.76 -0.30
-0.86 0.82 0.32
0.27 -1.47 0.31
-1.31 -0.72 0.80
0.70 -0.15 0.44
-0.15 -0.07 -0.01
1.10 -0.33 0.01
-0.38 0.40 0.88
0.19 -0.37 -0.16
0.27 0.15 -0.53